[1]
The following is a quantum chemistry calculation of C4HCdLiO2 as an isolated structure in a non-equilibrium geometry, from OMol25.

Kohn-Sham gap (alpha / beta)   3.6 / 3.7 eV
Spin multiplicity   2
Highest occupied orbital energy (alpha / beta)   -1.789 / -2.051 eV
<S²>   0.75
Energy   -13024.8460 eV
Largest force on an atom   3.72 eV Å⁻¹
LUMO level (alpha / beta)   1.79 / 1.69 eV
Charge   -1

CARTESIAN COORDINATES (ANGSTROEM)
O: 3.39 0.04 0.12
C: 2.17 -0.04 0.01
C: 0.91 -0.06 0.16
C: -0.40 -0.73 0.18
Li: -0.93 -2.57 -0.36
C: -1.51 0.13 0.09
O: -1.48 1.46 -0.14
Cd: 0.37 2.03 -0.34
H: -2.53 -0.26 0.27

***

[2]
The following is a quantum chemistry calculation of a 5-piece molecular cluster, C5H18NO5 overall in a non-equilibrium geometry, from OMol25.

Kohn-Sham gap   10.8 eV
Highest occupied orbital energy   -13.383 eV
Energy   -17197.9407 eV
Largest force on an atom   1.84 eV Å⁻¹
LUMO level   -2.61 eV
Charge   +1

CARTESIAN COORDINATES (ANGSTROEM)
O: 2.46 0.67 -1.13
C: 2.13 0.22 -0.06
C: 0.70 -0.25 0.20
C: 0.40 -1.70 0.49
C: -1.11 -1.98 0.45
C: -1.90 -1.62 1.45
N: -0.08 0.26 -0.97
H: 2.85 0.11 0.76
H: 0.41 0.35 1.06
H: 0.86 -2.02 1.42
H: 0.86 -2.40 -0.21
H: -1.36 -2.68 -0.34
H: -1.54 -0.99 2.26
H: -2.93 -1.90 1.49
H: 0.54 0.40 -1.78
H: -0.55 1.15 -0.79
H: -0.73 -0.45 -1.32
H: 1.62 0.26 3.39
H: 1.50 1.79 3.36
O: 1.41 1.00 2.81
H: 0.90 2.85 -2.56
H: -0.15 3.71 -1.98
O: 0.08 2.77 -2.05
H: -0.49 -1.77 -3.54
H: -0.26 -2.85 -2.38
O: -0.84 -2.18 -2.75
H: -1.03 2.94 1.09
H: -2.34 2.11 0.97
O: -1.43 2.19 0.65

***

[3]
The following is a quantum chemistry calculation of C10H13F3NSSe2Ti as an isolated structure, from OMol25.

Kohn-Sham gap   7.5 eV
Highest occupied orbital energy   -20.648 eV
Energy   -184836.6543 eV
Largest force on an atom   0.23 eV Å⁻¹
LUMO level   -13.17 eV
Charge   +3

CARTESIAN COORDINATES (ANGSTROEM)
Ti: -0.44 -0.01 0.51
F: 4.74 -1.52 2.97
C: 3.51 -1.06 2.87
F: 3.47 0.23 3.20
F: 2.71 -1.73 3.71
C: 2.98 -1.22 1.45
C: 3.71 -1.80 0.42
C: 3.18 -1.92 -0.87
C: 1.92 -1.45 -1.12
N: 1.19 -0.87 -0.13
C: 1.71 -0.76 1.13
S: 0.63 0.03 2.37
H: 4.71 -2.17 0.63
H: 3.75 -2.37 -1.66
H: 1.45 -1.51 -2.10
C: -3.31 -1.52 -1.16
Se: -2.94 -0.69 0.58
C: -3.67 1.13 0.33
C: -2.93 2.00 -0.67
Se: -1.12 2.42 0.03
C: -0.21 3.10 -1.58
H: -4.40 -1.56 -1.22
H: -2.90 -2.53 -1.11
H: -2.89 -0.95 -1.98
H: -3.71 1.55 1.33
H: -4.70 0.96 0.01
H: -3.43 2.97 -0.77
H: -2.82 1.56 -1.66
H: -0.71 4.04 -1.80
H: -0.31 2.39 -2.40
H: 0.83 3.27 -1.31

***

[4]
The following is a quantum chemistry calculation of C52H65AsF9N3PPdS2SeSi3 as an isolated structure in a non-equilibrium geometry, from OMol25.

Kohn-Sham gap (alpha / beta)   7.4 / 5.5 eV
Spin multiplicity   3
Highest occupied orbital energy (alpha / beta)   -9.513 / -9.913 eV
<S²>   2.01
Energy   -268166.9688 eV
Largest force on an atom   1.04 eV Å⁻¹
LUMO level (alpha / beta)   -2.10 / -4.37 eV
Charge   +1

CARTESIAN COORDINATES (ANGSTROEM)
Pd: -0.15 0.77 -0.12
S: 2.35 0.79 0.38
C: 1.62 0.72 1.91
N: 0.32 0.75 2.08
C: -0.05 0.63 3.41
C: -1.34 0.60 3.91
C: -1.53 0.47 5.28
C: -0.44 0.40 6.15
C: 0.86 0.43 5.66
C: 1.04 0.54 4.29
S: 2.54 0.60 3.40
H: -2.19 0.66 3.24
H: -2.53 0.44 5.68
H: -0.61 0.31 7.21
H: 1.70 0.36 6.33
F: -8.40 2.29 1.20
C: -8.23 1.21 0.42
F: -8.81 0.17 1.04
F: -8.90 1.42 -0.72
C: -6.77 0.94 0.15
C: -6.45 -0.09 -0.73
C: -5.12 -0.36 -1.00
C: -4.12 0.40 -0.41
C: -4.45 1.41 0.49
C: -5.78 1.68 0.78
P: -2.36 0.02 -0.75
C: -2.43 -1.74 -0.26
C: -2.40 -1.97 1.11
C: -2.41 -3.26 1.61
C: -2.46 -4.32 0.73
C: -2.50 -4.11 -0.64
C: -2.49 -2.82 -1.14
C: -2.45 -5.74 1.24
F: -1.47 -6.46 0.67
F: -3.61 -6.36 0.96
F: -2.28 -5.80 2.57
C: -2.22 0.00 -2.57
C: -3.19 0.51 -3.43
C: -2.95 0.57 -4.80
C: -1.74 0.13 -5.31
C: -0.76 -0.37 -4.46
C: -1.00 -0.42 -3.10
C: -1.43 0.30 -6.77
F: -0.74 1.44 -6.97
F: -0.66 -0.70 -7.24
F: -2.53 0.36 -7.52
H: -7.24 -0.67 -1.19
H: -4.87 -1.18 -1.66
H: -3.67 1.99 0.97
H: -6.05 2.46 1.48
H: -2.33 -1.13 1.79
H: -2.36 -3.43 2.68
H: -2.53 -4.96 -1.32
H: -2.49 -2.65 -2.21
H: -4.14 0.86 -3.05
H: -3.70 0.96 -5.47
H: 0.19 -0.71 -4.87
H: -0.23 -0.80 -2.44
C: -0.58 3.40 -3.80
Si: -1.13 4.18 -2.17
C: -1.13 6.06 -2.30
C: -2.86 3.62 -1.68
As: 0.37 3.26 -0.54
Si: -0.17 4.37 1.51
C: -1.80 3.54 2.00
C: -0.42 6.22 1.26
C: 1.16 4.14 2.83
Si: 2.56 4.02 -1.16
C: 3.06 2.83 -2.54
C: 3.77 4.02 0.29
C: 2.39 5.79 -1.79
H: -1.38 3.38 -4.54
H: -0.26 2.37 -3.63
H: 0.26 3.95 -4.23
H: -1.83 6.37 -3.08
H: -0.14 6.45 -2.57
H: -1.43 6.53 -1.37
H: -3.56 3.67 -2.52
H: -3.27 4.23 -0.88
H: -2.83 2.59 -1.33
H: -2.65 4.10 1.61
H: -1.92 3.47 3.09
H: -1.81 2.53 1.59
H: -1.36 6.45 0.76
H: 0.39 6.66 0.68
H: -0.44 6.72 2.23
H: 1.76 3.24 2.68
H: 0.69 4.07 3.82
H: 1.84 5.00 2.85
H: 2.92 1.80 -2.21
H: 4.11 2.95 -2.84
H: 2.44 2.99 -3.43
H: 3.87 3.03 0.73
H: 3.45 4.71 1.07
H: 4.76 4.33 -0.05
H: 1.96 5.81 -2.79
H: 3.36 6.28 -1.83
H: 1.75 6.38 -1.13
C: 1.93 -4.37 -3.13
C: 3.25 -4.52 -2.36
C: 4.15 -3.29 -2.47
C: 3.59 -2.05 -1.77
N: 3.50 -2.24 -0.34
C: 2.36 -2.36 0.38
Se: 0.63 -2.08 -0.23
N: 2.67 -2.65 1.66
C: 1.69 -3.00 2.68
C: 1.16 -4.42 2.50
C: 2.20 -5.52 2.70
C: 2.68 -5.63 4.15
C: 4.05 -2.64 1.79
C: 4.88 -2.77 2.90
C: 6.24 -2.65 2.69
C: 6.76 -2.40 1.42
C: 5.94 -2.25 0.31
C: 4.58 -2.38 0.52
H: 1.39 -5.32 -3.15
H: 2.13 -4.08 -4.17
H: 1.28 -3.63 -2.67
H: 3.80 -5.38 -2.76
H: 3.04 -4.74 -1.31
H: 4.31 -3.05 -3.52
H: 5.12 -3.53 -2.03
H: 2.58 -1.84 -2.14
H: 4.22 -1.18 -1.97
H: 0.86 -2.30 2.59
H: 2.16 -2.86 3.65
H: 0.73 -4.50 1.50
H: 0.35 -4.56 3.21
H: 3.06 -5.36 2.04
H: 1.74 -6.47 2.41
H: 3.29 -4.78 4.44
H: 3.29 -6.53 4.28
H: 1.83 -5.70 4.83
H: 4.48 -2.94 3.89
H: 6.91 -2.74 3.53
H: 7.83 -2.30 1.29
H: 6.35 -2.03 -0.66

***

[5]
The following is a quantum chemistry calculation of C28H20BrClIN5O7SSr as an isolated structure in a non-equilibrium geometry, from OMol25.

Kohn-Sham gap   5.5 eV
Highest occupied orbital energy   -1.967 eV
Energy   -153486.4182 eV
Largest force on an atom   2.34 eV Å⁻¹
LUMO level   3.55 eV
Charge   -2

CARTESIAN COORDINATES (ANGSTROEM)
Sr: 0.57 -0.64 -0.40
C: 0.92 4.21 0.24
C: 0.81 2.74 0.57
N: 1.35 1.83 -0.18
N: 1.92 2.12 -1.35
C: 2.49 1.01 -1.90
O: 2.83 0.01 -1.24
C: 2.73 1.02 -3.38
C: 3.05 -0.20 -3.98
C: 3.47 -0.17 -5.31
C: 3.34 0.98 -6.07
C: 2.85 2.15 -5.49
C: 2.55 2.17 -4.14
C: 0.11 2.26 1.76
C: -0.62 3.16 2.56
C: -1.32 2.68 3.65
C: -1.29 1.33 3.94
C: -0.53 0.51 3.11
N: 0.16 0.95 2.07
H: 1.56 4.31 -0.63
H: 1.34 4.78 1.08
H: -0.06 4.65 0.01
H: 3.39 -0.98 -3.33
H: 3.84 -1.08 -5.77
H: 3.64 0.98 -7.12
H: 2.73 3.05 -6.09
H: 2.21 3.07 -3.65
H: -0.64 4.21 2.31
H: -1.90 3.37 4.26
H: -1.84 0.91 4.77
H: -0.49 -0.56 3.28
O: -0.98 -2.59 -3.76
S: 0.14 -1.81 -3.25
O: 1.12 -1.49 -4.31
O: -0.34 -0.49 -2.68
O: 0.84 -2.51 -2.11
O: 1.22 -3.12 5.40
C: 1.62 -2.64 4.19
C: 1.38 -3.32 3.01
C: 1.79 -2.74 1.83
N: 2.40 -1.55 1.77
C: 2.64 -0.94 2.91
Br: 3.53 0.72 2.80
C: 2.28 -1.42 4.16
H: 0.68 -3.91 5.25
H: 0.84 -4.26 2.99
H: 1.58 -3.22 0.88
H: 2.47 -0.86 5.06
Cl: -6.65 -2.32 -0.33
C: -4.94 -2.22 0.08
C: -4.29 -3.33 0.52
C: -2.94 -3.28 0.86
I: -1.98 -4.99 1.58
C: -2.17 -2.11 0.77
O: -0.96 -2.01 1.13
C: -2.89 -0.93 0.29
N: -2.16 0.21 0.21
C: -2.75 1.30 -0.22
C: -4.10 1.35 -0.59
C: -4.86 0.22 -0.50
C: -4.26 -0.98 -0.05
H: -4.84 -4.27 0.61
H: -2.12 2.19 -0.29
H: -4.53 2.28 -0.94
H: -5.90 0.22 -0.79